1.
{
  "formula": "C45H53FKN7O5S2SeSi",
  "method": "ωB97M-V/def2-TZVPD",
  "gap_ev": 5.3397,
  "multiplicity": 1,
  "homo_ev": -5.4,
  "lumo_ev": -0.05,
  "charge": 0,
  "e_above_lowest_kcal_mol": 25.0,
  "elements": ["K", "C", "N", "C", "C", "O", "C", "O", "C", "C", "O", "N", "C", "C", "H", "H", "H", "H", "H", "H", "H", "H", "H", "H", "H", "H", "H", "H", "H", "H", "O", "S", "C", "C", "C", "C", "S", "O", "C", "C", "C", "C", "C", "C", "C", "C", "C", "C", "C", "C", "H", "H", "H", "H", "H", "H", "H", "H", "H", "H", "H", "H", "H", "H", "H", "H", "H", "H", "C", "Si", "C", "C", "N", "C", "C", "C", "C", "C", "C", "F", "H", "H", "H", "H", "H", "H", "H", "H", "H", "H", "H", "H", "H", "Se", "N", "C", "C", "C", "C", "C", "N", "C", "C", "N", "C", "C", "C", "C", "C", "N", "H", "H", "H", "H", "H", "H"],
  "coordinates": [[-0.542, -0.256, -0.149], [1.540, -3.828, 2.875], [0.721, -2.784, 3.470], [0.836, -2.479, 4.887], [0.067, -1.958, 2.616], [0.079, -2.131, 1.412], [-0.698, -0.798, 3.263], [-1.373, -0.090, 2.262], [-1.806, 1.195, 2.644], [-2.238, 1.954, 1.374], [-2.421, 1.358, 0.324], [-2.353, 3.296, 1.479], [-2.494, 4.094, 0.272], [-2.272, 4.042, 2.718], [1.848, -4.515, 3.660], [2.423, -3.413, 2.383], [0.966, -4.370, 2.126], [1.370, -3.290, 5.375], [-0.140, -2.395, 5.365], [1.396, -1.557, 5.070], [0.021, -0.154, 3.788], [-1.398, -1.184, 4.016], [-0.985, 1.736, 3.125], [-2.644, 1.137, 3.352], [-2.314, 3.469, -0.596], [-1.748, 4.891, 0.294], [-3.493, 4.532, 0.206], [-2.218, 3.388, 3.583], [-3.163, 4.665, 2.833], [-1.397, 4.695, 2.714], [-1.113, -1.344, -2.143], [-1.827, -1.231, -3.462], [-3.531, -1.676, -3.068], [-3.656, -2.993, -2.309], [-4.917, -3.113, -1.447], [-4.998, -2.220, -0.212], [-3.598, -2.225, 0.932], [-2.460, -1.620, 0.180], [-3.306, -3.983, 1.011], [-2.095, -4.457, 0.535], [-1.832, -5.820, 0.620], [-2.764, -6.683, 1.179], [-3.969, -6.188, 1.667], [-4.242, -4.831, 1.591], [-1.386, -2.655, -4.438], [-0.766, -3.735, -3.827], [-0.398, -4.825, -4.604], [-0.647, -4.824, -5.972], [-1.255, -3.730, -6.573], [-1.614, -2.630, -5.806], [-4.082, -1.666, -4.012], [-3.856, -0.820, -2.471], [-2.775, -3.102, -1.676], [-3.649, -3.822, -3.019], [-5.011, -4.155, -1.131], [-5.808, -2.901, -2.047], [-5.888, -2.446, 0.380], [-5.044, -1.156, -0.463], [-1.378, -3.753, 0.127], [-0.890, -6.207, 0.249], [-2.552, -7.743, 1.242], [-4.694, -6.859, 2.108], [-5.176, -4.441, 1.982], [-0.575, -3.705, -2.761], [0.088, -5.674, -4.142], [-0.353, -5.673, -6.576], [-1.432, -3.720, -7.641], [-2.054, -1.756, -6.273], [3.668, 2.399, -3.471], [1.828, 2.041, -3.287], [1.598, 0.303, -3.962], [0.926, 3.194, -4.464], [1.264, 2.097, -1.698], [1.391, 3.147, -0.878], [1.930, 4.441, -1.174], [2.033, 5.470, -0.250], [1.618, 5.318, 1.070], [1.083, 4.078, 1.422], [0.979, 3.088, 0.480], [0.424, 1.900, 0.892], [4.007, 2.135, -4.479], [4.246, 1.807, -2.754], [3.912, 3.451, -3.301], [1.456, 0.295, -5.047], [0.737, -0.166, -3.476], [2.475, -0.311, -3.736], [1.262, 3.039, -5.496], [1.098, 4.243, -4.208], [-0.154, 3.021, -4.428], [2.276, 4.619, -2.186], [2.458, 6.416, -0.570], [1.714, 6.114, 1.795], [0.755, 3.865, 2.435], [8.339, -0.295, -0.667], [7.250, 0.580, 0.449], [6.055, 0.105, 0.256], [4.876, 0.543, 1.017], [4.963, 1.533, 1.990], [3.821, 1.891, 2.667], [2.641, 1.217, 2.365], [2.540, 0.264, 1.452], [3.641, -0.046, 0.757], [3.490, -1.028, -0.362], [2.247, -1.402, -0.673], [2.078, -2.243, -1.680], [3.129, -2.774, -2.425], [4.408, -2.363, -2.131], [4.597, -1.459, -1.090], [5.922, -0.907, -0.773], [7.011, -1.244, -1.398], [5.916, 2.007, 2.182], [3.827, 2.677, 3.409], [1.723, 1.482, 2.882], [1.048, -2.486, -1.923], [2.926, -3.454, -3.241], [5.264, -2.701, -2.701]],
  "atomic_forces_ev_per_a": [[1.70, 0.98, -0.33], [0.07, 0.01, 0.06], [-0.12, 0.13, 0.17], [0.14, -0.07, -0.04], [-0.09, 0.04, -0.15], [0.05, -0.39, 0.55], [0.06, 0.06, -0.06], [-0.14, 0.19, 0.33], [0.03, -0.03, -0.06], [0.08, -0.05, -0.05], [-0.37, 0.31, 0.35], [-0.01, -0.06, 0.10], [0.02, 0.07, 0.04], [0.01, 0.04, -0.05], [0.01, -0.02, -0.03], [0.00, 0.01, 0.00], [-0.03, 0.01, 0.00], [-0.01, -0.01, 0.00], [-0.03, 0.00, -0.02], [0.02, 0.00, -0.01], [0.02, 0.01, -0.01], [-0.03, -0.01, 0.03], [0.02, 0.01, 0.00], [-0.02, -0.02, 0.03], [0.01, -0.04, 0.01], [-0.01, 0.01, -0.02], [0.00, 0.00, 0.00], [-0.01, -0.03, -0.01], [-0.01, 0.00, -0.02], [0.00, 0.01, 0.00], [-0.27, -0.62, -1.85], [0.26, 0.29, 0.63], [-0.23, -0.06, 0.02], [0.07, 0.08, -0.01], [-0.08, -0.01, 0.00], [-0.08, 0.11, -0.13], [0.38, 0.54, -0.13], [-1.38, -1.06, 0.39], [0.11, -0.13, -0.03], [-0.01, -0.13, 0.05], [0.02, 0.05, -0.01], [-0.05, 0.05, 0.01], [0.04, -0.02, -0.02], [0.03, -0.01, 0.00], [0.10, -0.13, 0.05], [-0.02, -0.05, -0.13], [-0.01, 0.01, 0.00], [0.00, 0.02, 0.02], [0.02, 0.01, 0.06], [-0.04, -0.03, -0.03], [-0.05, -0.01, 0.04], [-0.01, -0.04, 0.02], [-0.02, 0.02, -0.02], [0.00, 0.00, -0.04], [0.01, 0.00, 0.02], [0.02, -0.02, -0.05], [0.00, -0.04, -0.02], [-0.04, -0.04, -0.04], [-0.01, -0.01, 0.03], [-0.01, 0.00, 0.01], [0.00, 0.01, 0.00], [0.01, 0.00, 0.00], [0.02, 0.01, -0.01], [-0.02, 0.00, -0.03], [0.00, 0.00, -0.01], [0.00, 0.00, 0.02], [0.01, -0.02, 0.01], [0.00, -0.01, 0.04], [0.20, 0.10, -0.06], [0.02, -0.11, 0.03], [-0.04, -0.17, 0.05], [-0.09, 0.19, -0.18], [-0.10, 0.22, 0.50], [0.09, 0.11, -0.05], [0.01, 0.01, -0.08], [-0.01, -0.07, -0.03], [-0.01, -0.10, -0.04], [0.01, 0.08, -0.02], [-0.11, -0.20, -0.06], [-0.21, 0.17, 0.19], [0.02, 0.02, 0.05], [-0.03, 0.00, -0.04], [0.02, -0.06, -0.01], [-0.02, 0.00, 0.05], [0.05, 0.01, -0.08], [-0.04, 0.00, -0.01], [-0.03, 0.04, 0.03], [-0.03, -0.02, -0.03], [0.05, -0.02, 0.00], [-0.01, 0.02, 0.03], [0.00, -0.01, -0.01], [0.01, 0.00, -0.01], [-0.01, 0.01, -0.01], [0.04, 0.14, -0.15], [0.17, -0.18, 0.07], [-0.44, 0.08, 0.06], [0.44, -0.07, -0.23], [0.04, 0.08, 0.05], [0.00, 0.02, 0.04], [0.03, -0.17, 0.03], [0.15, 0.05, 0.12], [-0.33, -0.28, -0.29], [-0.23, 0.45, 0.27], [-0.10, -0.19, -0.05], [0.03, 0.02, 0.14], [-0.08, -0.01, -0.05], [0.06, -0.04, -0.06], [0.47, 0.09, 0.01], [-0.40, -0.01, -0.03], [0.14, -0.09, 0.15], [-0.01, -0.01, -0.01], [-0.01, 0.00, -0.01], [0.06, -0.06, 0.00], [0.05, 0.03, 0.03], [0.01, -0.01, 0.00], [-0.01, 0.00, 0.02]],
  "mulliken_charge": [0.742, -0.831, 0.253, -0.931, 0.073, 0.115, -1.201, 0.724, -1.325, 0.540, -0.605, 0.243, -1.078, -0.938, 0.400, 0.220, 0.120, 0.349, 0.304, 0.294, 0.510, 0.393, 0.494, 0.606, 0.262, 0.352, 0.306, 0.340, 0.347, 0.261, -0.749, 0.090, -0.714, 0.668, -1.199, -0.952, -0.005, -0.124, 0.715, 0.084, -1.219, -0.631, -0.582, -0.682, 1.036, -0.031, -0.925, -0.508, -0.661, -0.790, 0.634, 0.378, -0.657, 0.583, 0.408, 0.465, 0.546, 0.548, 0.491, 0.509, 0.394, 0.409, 0.397, 0.054, 0.456, 0.390, 0.421, 0.445, -0.987, -0.134, -0.281, -1.138, 0.392, 0.851, -0.480, -0.912, -1.443, -0.312, -0.654, 0.774, 0.348, 0.166, 0.346, 0.480, -0.490, 0.135, 0.355, 0.299, 0.259, 0.208, 0.407, 0.422, 0.703, 0.186, -0.867, 0.795, 0.786, -0.911, -0.904, -0.165, 0.519, -0.546, -0.832, 0.817, -0.978, -0.855, -0.857, 0.533, 1.028, -0.892, 0.491, 0.519, 0.133, 0.587, 0.579, 0.488]
}

=====

2.
{
  "formula": "C45H53N5O2P2PbS3",
  "method": "ωB97M-V/def2-TZVPD",
  "gap_ev": 6.2052,
  "multiplicity": 1,
  "homo_ev": -11.6,
  "lumo_ev": -5.42,
  "charge": 2,
  "e_above_lowest_kcal_mol": 0.0,
  "elements": ["Pb", "C", "C", "C", "C", "C", "C", "C", "S", "O", "O", "N", "C", "C", "C", "C", "C", "C", "C", "C", "N", "C", "H", "H", "H", "H", "H", "H", "H", "H", "H", "H", "H", "H", "H", "S", "C", "N", "C", "P", "C", "C", "C", "C", "C", "C", "C", "C", "C", "C", "C", "C", "H", "H", "H", "H", "H", "H", "H", "H", "H", "H", "H", "H", "H", "N", "C", "N", "S", "H", "H", "H", "H", "C", "C", "C", "C", "P", "C", "C", "C", "C", "C", "C", "C", "C", "C", "C", "H", "H", "H", "H", "H", "H", "H", "H", "H", "H", "H", "H", "H", "H", "H", "H", "H", "H", "H", "H", "H", "H", "H"],
  "coordinates": [[0.300, -1.409, -1.300], [5.951, -2.804, 5.539], [5.137, -2.269, 4.363], [4.113, -1.379, 4.735], [3.149, -0.963, 3.840], [3.239, -1.482, 2.552], [4.182, -2.442, 2.123], [5.169, -2.776, 3.013], [2.189, -0.655, 1.384], [2.360, 0.781, 1.584], [0.777, -1.208, 1.591], [2.422, -1.051, -0.164], [3.540, -0.836, -0.917], [4.885, -0.711, -0.460], [5.941, -1.031, -1.329], [5.742, -1.111, -2.722], [4.433, -0.940, -3.266], [4.157, -0.891, -4.671], [2.887, -0.530, -5.101], [1.885, -0.370, -4.161], [2.042, -0.586, -2.836], [3.290, -0.844, -2.344], [5.958, -2.143, 6.376], [7.037, -3.025, 5.349], [5.564, -3.796, 5.868], [4.087, -1.047, 5.743], [2.410, -0.223, 4.055], [4.059, -2.878, 1.154], [5.976, -3.447, 2.674], [5.101, -0.591, 0.619], [6.935, -1.200, -0.929], [6.603, -1.361, -3.376], [4.944, -1.260, -5.365], [2.656, -0.281, -6.131], [0.883, -0.095, -4.471], [-1.240, 2.463, -0.141], [-1.841, 3.372, 1.178], [-2.312, 3.903, 2.166], [-2.256, -3.351, 6.289], [-1.163, -2.857, 4.905], [-1.931, -1.299, 4.394], [-1.177, -0.130, 4.440], [-1.759, 1.073, 4.036], [-3.104, 1.098, 3.610], [-3.817, -0.071, 3.489], [-3.234, -1.298, 3.872], [-1.661, -4.025, 3.599], [-0.657, -4.439, 2.667], [-0.927, -5.448, 1.712], [-2.181, -6.070, 1.757], [-3.161, -5.643, 2.631], [-2.921, -4.695, 3.595], [-3.356, -3.245, 6.077], [-1.933, -2.712, 7.099], [-2.042, -4.419, 6.565], [-0.072, -0.171, 4.656], [-1.161, 2.018, 4.077], [-3.600, 2.030, 3.460], [-4.821, -0.079, 3.092], [-3.824, -2.198, 3.870], [0.305, -3.977, 2.747], [-0.137, -5.743, 1.082], [-2.377, -6.916, 1.046], [-4.148, -6.127, 2.563], [-3.628, -4.476, 4.381], [-0.459, -3.891, -3.313], [-0.332, -4.253, -2.005], [-1.441, -4.786, -1.390], [1.154, -3.840, -1.111], [-1.279, -4.020, -3.895], [0.315, -3.450, -3.831], [-2.150, -5.251, -1.904], [-1.323, -5.076, -0.396], [-4.437, 3.395, -1.457], [-3.397, 4.525, -1.721], [-3.469, 5.590, -0.623], [-3.676, 5.158, -3.132], [-1.690, 3.697, -1.883], [-1.820, 2.481, -3.240], [-1.314, 2.711, -4.536], [-1.506, 1.777, -5.526], [-2.262, 0.600, -5.316], [-2.808, 0.407, -4.046], [-2.554, 1.301, -3.003], [-0.057, 4.605, -2.078], [1.130, 3.571, -2.330], [-0.041, 5.758, -3.153], [0.331, 5.308, -0.700], [-5.423, 3.835, -1.125], [-4.066, 2.733, -0.632], [-4.554, 2.739, -2.374], [-4.487, 6.044, -0.633], [-2.825, 6.491, -0.861], [-3.225, 5.278, 0.427], [-4.655, 5.698, -3.112], [-3.806, 4.342, -3.851], [-2.924, 5.872, -3.559], [-0.842, 3.710, -4.779], [-1.049, 1.935, -6.543], [-2.171, -0.096, -6.150], [-3.440, -0.449, -3.899], [-2.825, 1.081, -1.992], [1.040, 3.070, -3.307], [1.155, 2.827, -1.515], [2.049, 4.140, -2.255], [-0.095, 5.536, -4.225], [0.934, 6.311, -2.948], [-0.869, 6.491, -3.007], [0.279, 4.606, 0.141], [-0.338, 6.094, -0.374], [1.356, 5.678, -0.771]],
  "atomic_forces_ev_per_a": [[1.01, 1.21, 1.38], [1.39, -1.47, -1.09], [-0.55, -0.49, -0.22], [0.45, -0.78, -0.66], [0.91, -0.40, -1.06], [0.03, -0.04, -0.91], [-1.08, 1.32, 1.04], [0.89, -0.32, 1.54], [-3.65, 0.09, 0.54], [-0.03, -1.22, -0.12], [2.50, 1.17, -0.77], [-0.69, -0.13, 0.19], [1.38, 0.05, -0.45], [-1.33, -0.89, 0.17], [-0.44, 0.53, -1.91], [0.30, -0.53, 0.81], [-0.58, -0.15, 0.57], [0.16, -0.68, 0.47], [0.92, 0.22, -0.06], [-0.35, -0.33, 1.66], [0.13, -0.34, -0.74], [1.95, 0.80, -1.01], [-0.32, 0.54, 0.52], [-0.96, 0.36, -0.33], [-0.07, 0.74, -0.22], [-0.08, 0.28, 0.71], [-0.28, 0.30, 0.28], [0.36, -0.10, -0.52], [-0.49, 0.22, 0.48], [-0.32, -0.07, -0.85], [-0.07, 0.22, -0.01], [-0.79, 0.32, 0.41], [-0.57, 0.87, 0.43], [0.14, -0.41, -0.01], [-0.06, 0.01, 0.01], [-0.43, 0.08, -0.15], [-2.53, 2.52, 4.73], [2.72, -2.79, -5.38], [-0.67, -0.97, -0.35], [0.83, -0.31, 0.31], [-0.63, -0.33, -0.62], [0.86, 0.43, -0.65], [0.03, 0.62, 0.15], [1.17, -0.05, 0.58], [0.23, -1.49, 0.12], [0.31, 1.66, 0.44], [0.00, -1.41, -0.75], [-1.89, -0.11, 0.26], [-1.03, 1.03, 2.23], [0.70, -0.55, -1.68], [-1.23, -0.93, -0.04], [1.75, 0.95, -0.16], [1.06, 0.05, 0.38], [-0.30, 0.11, 0.43], [-0.17, 0.97, -0.20], [-1.43, 0.01, 0.08], [-0.69, -0.93, -0.01], [-0.11, 0.55, -0.38], [-0.19, 0.15, 0.12], [-0.06, -0.20, -0.22], [0.47, 0.22, -0.16], [0.80, -0.63, -0.73], [0.03, 0.88, 0.80], [0.53, 0.17, 0.23], [-0.25, 0.00, -0.21], [0.84, 0.34, 0.16], [-1.30, -0.25, 0.02], [3.09, 0.70, 0.48], [-1.41, -0.79, -0.99], [-0.12, -0.28, 0.56], [-0.33, -0.67, 0.84], [-0.63, -0.23, -0.57], [-0.21, 0.38, -0.85], [0.21, -0.72, 0.02], [-0.16, 0.40, -0.49], [0.55, 1.67, 0.50], [-0.30, 0.16, -0.21], [0.54, -0.19, 0.13], [-0.28, -0.60, 0.04], [0.11, 1.94, 0.47], [0.21, -0.58, -1.42], [1.58, 1.39, 0.35], [0.10, -0.23, -0.53], [0.78, 0.42, -0.79], [1.07, 1.06, 0.34], [-1.58, -0.02, 0.15], [0.28, 0.94, 0.72], [-0.71, -0.99, -0.09], [1.10, -0.40, -0.56], [-0.54, 0.55, -0.53], [-0.17, 0.89, 1.08], [0.49, -0.63, 0.05], [-0.38, -1.09, 0.18], [-0.37, 0.09, -1.22], [0.77, -0.40, 0.23], [0.07, 0.17, -0.03], [-0.48, -0.62, 0.74], [-0.40, -1.54, 0.31], [-0.57, -0.05, 1.25], [-0.97, -0.20, 0.45], [-0.04, -0.31, 0.36], [-0.57, -0.23, 0.30], [0.19, 0.21, 0.43], [0.02, 0.18, -0.40], [0.14, 0.11, -0.21], [0.25, -0.54, 0.34], [-1.25, -0.61, -0.49], [0.65, -0.48, 0.28], [0.40, -0.07, -0.33], [-0.15, 0.47, -0.44], [-0.22, 0.03, -0.08]],
  "mulliken_charge": [0.965, -1.476, 0.756, -0.867, -0.920, 0.424, -0.348, -0.715, 1.085, -0.736, -0.342, 0.186, 0.299, -0.629, -0.709, -0.930, 0.814, -0.653, -0.886, -0.342, 0.096, -0.203, 0.392, 0.365, 0.291, 0.380, 0.452, 0.642, 0.405, 0.707, 0.442, 0.357, 0.397, 0.456, 0.503, 0.535, 0.176, -0.599, -1.310, 0.096, 0.660, 0.145, -0.411, -0.784, -0.906, -0.430, 0.379, -0.576, -1.382, -0.315, -0.590, -0.171, 0.307, 0.426, 0.395, 0.090, 0.381, 0.644, 0.436, 0.260, 0.472, 1.146, 0.414, 0.368, 0.295, -0.366, 0.356, -0.244, -0.244, 0.189, 0.241, 0.251, 0.150, -1.226, 1.709, -1.376, -1.344, -0.092, 1.002, -0.273, -0.643, -0.605, -1.033, -0.852, 1.526, -1.738, -1.524, -1.595, 0.440, 0.278, 0.318, 0.502, 0.320, 0.148, 0.446, 0.348, 0.256, 0.017, 0.381, 0.452, 0.496, 0.852, 0.319, 0.388, 0.604, 0.306, 0.402, 0.368, 0.371, 0.361, 0.553]
}